{
  "formula": "C26H29F6N4O19",
  "method": "ωB97M-V/def2-TZVPD",
  "homo_ev": -10.9,
  "e_tot_ev": -88582.8650,
  "lumo_ha": -0.1434,
  "charge": 1,
  "homo_lumo_gap_ev": 7.0,
  "symbols": ["O", "N", "C", "N", "C", "C", "C", "C", "C", "C", "N", "C", "N", "H", "H", "H", "H", "H", "H", "H", "H", "H", "H", "H", "C", "C", "O", "C", "O", "O", "F", "H", "H", "H", "C", "C", "O", "C", "O", "O", "F", "H", "H", "H", "C", "C", "O", "C", "O", "O", "F", "H", "H", "H", "C", "C", "O", "C", "O", "O", "F", "H", "H", "H", "C", "C", "O", "C", "O", "O", "F", "H", "H", "H", "C", "C", "O", "C", "O", "O", "F", "H", "H", "H"],
  "positions_angstrom": [[-5.305, 3.570, 0.550], [-4.996, 2.545, 1.406], [-3.814, 2.680, 2.112], [-2.978, 3.951, 1.897], [-1.565, 3.391, 2.034], [-1.775, 2.282, 3.223], [-0.463, 1.259, 3.143], [-0.718, -0.254, 2.509], [0.712, -1.119, 2.459], [2.026, -0.340, 3.023], [2.186, 1.015, 3.624], [0.949, 1.845, 3.699], [-3.165, 1.697, 3.109], [-5.734, 4.318, 1.071], [-5.623, 1.697, 1.512], [-3.078, 4.673, 2.668], [-0.669, 4.170, 2.124], [-1.331, 2.690, 1.097], [-1.757, 2.823, 4.286], [-1.749, -0.666, 2.143], [0.736, -2.226, 2.015], [3.038, -0.971, 2.940], [1.041, 2.938, 4.169], [-3.291, 0.817, 2.563], [-4.433, -3.647, 0.228], [-3.682, -2.957, -0.859], [-3.946, -1.592, -0.627], [-4.145, -1.493, 0.717], [-4.128, -0.442, 1.336], [-4.358, -2.717, 1.290], [-4.179, -3.287, -2.073], [-5.483, -3.823, -0.027], [-3.976, -4.600, 0.509], [-2.601, -3.132, -0.839], [-7.626, 0.062, 0.496], [-8.045, -1.211, -0.157], [-8.931, -1.785, 0.777], [-9.485, -0.728, 1.435], [-10.491, -0.801, 2.121], [-8.780, 0.426, 1.227], [-6.991, -2.043, -0.311], [-6.787, -0.072, 1.186], [-7.362, 0.835, -0.231], [-8.557, -1.076, -1.116], [5.808, -2.169, 0.941], [5.389, -3.442, 0.288], [4.503, -4.016, 1.222], [3.949, -2.959, 1.881], [2.943, -3.032, 2.567], [4.654, -1.805, 1.672], [6.443, -4.274, 0.134], [6.647, -2.303, 1.632], [6.071, -1.396, 0.215], [4.877, -3.307, -0.670], [-1.043, 5.781, -0.562], [0.429, 5.603, -0.409], [0.853, 5.243, -1.704], [-0.035, 5.841, -2.547], [0.152, 5.992, -3.743], [-1.158, 6.258, -1.888], [0.706, 4.579, 0.429], [-1.596, 4.840, -0.466], [-1.451, 6.502, 0.151], [0.959, 6.505, -0.085], [6.641, 0.757, -3.396], [7.732, 1.679, -2.971], [7.698, 1.605, -1.564], [7.234, 0.354, -1.286], [7.322, -0.181, -0.194], [6.663, -0.230, -2.384], [7.458, 2.951, -3.338], [5.659, 1.241, -3.409], [6.828, 0.315, -4.378], [8.727, 1.394, -3.331], [3.685, -5.581, -3.464], [4.436, -4.891, -4.551], [4.172, -3.526, -4.319], [3.973, -3.427, -2.975], [3.990, -2.376, -2.356], [3.760, -4.651, -2.402], [3.939, -5.221, -5.764], [2.635, -5.756, -3.719], [4.142, -6.534, -3.183], [5.517, -5.065, -4.531]],
  "forces_ev_per_angstrom": [[-1.1, 0.5, 0.4], [3.2, -0.1, 3.0], [0.7, 0.8, 1.0], [-0.4, -2.1, 0.9], [0.1, -2.4, -0.2], [3.3, 0.8, 1.4], [0.3, -1.6, 0.0], [5.9, 1.8, 1.8], [-1.5, 4.2, 1.2], [-1.4, 0.3, -0.1], [-5.4, -1.7, -2.0], [-0.6, -4.0, -1.8], [-1.4, 3.1, -5.2], [0.6, -1.3, -0.6], [1.0, 1.5, -0.4], [-0.5, -1.3, -1.0], [-2.4, -1.7, 0.2], [-0.5, 1.8, 1.7], [0.0, -1.2, -2.3], [2.2, 1.0, 0.9], [0.2, 2.8, 1.3], [-2.8, 1.9, 0.4], [-0.3, -2.8, -1.2], [0.6, 0.0, 1.0], [-0.4, -1.5, 0.1], [-0.1, -0.6, -1.1], [0.1, 0.5, 1.6], [-0.3, 0.4, 0.7], [-0.2, -1.4, -0.9], [0.4, 2.0, -0.2], [0.2, 0.1, 0.0], [0.2, 0.1, -0.2], [0.0, 0.3, 0.2], [-0.1, 0.1, -0.2], [0.5, 1.1, -0.1], [0.0, -0.7, -0.2], [0.0, 0.9, -0.2], [-3.3, -0.2, 2.4], [2.9, 0.3, -1.8], [-0.3, -0.6, 0.0], [0.3, -0.3, -0.2], [0.0, -0.4, -0.1], [-0.2, 0.0, 0.1], [0.2, -0.1, 0.0], [0.8, 0.7, -0.6], [0.5, -0.3, -0.4], [-0.8, 0.9, 0.4], [-1.5, -0.1, 1.3], [2.1, -0.1, -1.4], [-1.2, -1.2, 0.5], [0.2, -0.3, -0.2], [-0.1, -0.2, -0.1], [-0.4, -0.5, 0.5], [0.2, -0.1, 0.3], [-1.0, 0.3, 0.5], [0.6, -0.3, 0.1], [-0.5, 0.6, 0.0], [0.3, 0.5, -3.8], [-0.6, -0.5, 3.2], [0.7, -0.2, -0.4], [0.3, -0.2, 0.3], [0.2, 0.0, 0.1], [0.0, 0.0, -0.3], [0.1, -0.2, 0.1], [-0.6, -0.3, -1.1], [0.1, 0.9, -0.3], [-0.1, -1.1, 0.1], [0.1, -1.1, 2.2], [0.3, 1.7, -2.7], [0.6, 0.2, 1.2], [0.2, 0.1, -0.1], [0.2, 0.2, 0.0], [0.0, -0.1, 0.3], [-0.1, 0.2, 0.0], [-0.3, -1.3, 0.3], [0.0, -0.2, -1.0], [0.2, 0.0, 1.1], [-0.2, 2.3, 1.3], [-0.2, -2.3, -1.4], [0.3, 1.2, -0.2], [0.1, 0.0, -0.2], [0.2, 0.1, -0.2], [0.0, 0.3, 0.1], [-0.1, 0.0, -0.2]]
}

{
  "formula": "C6H11S",
  "method": "ωB97M-V/def2-TZVPD",
  "homo_ev": -2.4,
  "e_tot_ev": -17235.0048,
  "lumo_ha": 0.1372,
  "e_above_lowest_kj_mol": 15.6,
  "charge": -1,
  "homo_lumo_gap_ev": 6.1,
  "symbols": ["C", "C", "C", "C", "H", "H", "H", "H", "H", "H", "C", "C", "S", "H", "H", "H", "H", "H"],
  "positions_angstrom": [[-0.817, -1.084, 2.665], [-0.653, -1.827, 1.565], [0.292, -1.423, 0.521], [0.539, -2.195, -0.541], [-0.397, -0.088, 2.725], [-1.449, -1.409, 3.486], [-1.218, -2.740, 1.406], [0.707, -0.401, 0.548], [1.103, -1.788, -1.372], [0.086, -3.180, -0.631], [-0.386, 2.365, -0.901], [0.729, 1.740, -1.764], [2.115, 1.089, -0.792], [0.001, 3.089, -0.184], [-0.874, 1.552, -0.357], [-1.133, 2.854, -1.543], [1.112, 2.486, -2.471], [0.243, 0.959, -2.362]],
  "forces_ev_per_angstrom": [[-0.6, -0.3, -0.2], [0.5, 0.5, 0.4], [-0.7, 0.0, -0.5], [-0.3, 0.4, 0.1], [0.4, -0.1, 0.1], [-0.1, 0.1, -0.1], [0.2, -0.2, 0.2], [0.1, -0.5, 0.0], [0.3, -0.1, 0.1], [0.1, 0.0, 0.0], [0.2, -0.3, -0.4], [-0.2, 0.4, 0.2], [0.2, 0.1, -0.1], [0.1, 0.0, 0.0], [-0.1, 0.2, 0.1], [-0.1, 0.0, 0.1], [-0.1, 0.0, 0.0], [0.2, -0.1, 0.0]]
}

{
  "formula": "CH3NO",
  "method": "ωB97M-V/def2-TZVPD",
  "homo_ev": -10.1,
  "e_tot_ev": -4623.1634,
  "lumo_ha": 0.0325,
  "e_above_lowest_kj_mol": 24.9,
  "homo_lumo_gap_ev": 11.0,
  "symbols": ["N", "C", "O", "H", "H", "H"],
  "positions_angstrom": [[-0.209, -0.605, 0.298], [0.330, 0.426, -0.383], [-0.067, 0.843, -1.438], [-1.122, -0.916, -0.006], [-0.139, -0.639, 1.411], [1.207, 0.891, 0.118]],
  "forces_ev_per_angstrom": [[-0.6, -0.9, 4.0], [0.7, 1.0, 0.4], [-0.2, -0.1, -0.5], [0.1, 0.0, -0.2], [0.2, 0.2, -3.6], [-0.2, -0.3, 0.0]]
}

{
  "formula": "C9H11N2O3S",
  "method": "ωB97M-V/def2-TZVPD",
  "homo_ev": -4.1,
  "e_tot_ev": -29468.1830,
  "lumo_ha": 0.1125,
  "e_above_lowest_kj_mol": 113.8,
  "charge": -1,
  "homo_lumo_gap_ev": 7.1,
  "symbols": ["C", "C", "C", "C", "C", "C", "C", "C", "C", "N", "N", "O", "O", "O", "S", "H", "H", "H", "H", "H", "H", "H", "H", "H", "H", "H"],
  "positions_angstrom": [[-3.455, 1.133, -0.180], [-3.826, -0.227, -0.029], [-2.188, 1.375, -0.530], [-2.968, -1.218, -0.203], [-1.218, 0.311, -0.716], [-1.667, -0.987, -0.475], [1.735, -1.556, -0.133], [2.775, 1.825, 1.596], [-0.587, -2.050, -0.545], [2.650, -0.796, -0.650], [3.168, 1.820, 0.209], [1.677, -2.302, 0.834], [4.906, -0.013, -1.358], [0.641, -1.521, -1.019], [4.051, -0.196, -0.177], [-4.264, 1.922, -0.131], [-4.882, -0.327, 0.263], [-1.758, 2.419, -0.706], [-3.265, -2.186, 0.100], [-0.212, 0.566, -1.001], [2.239, 2.721, 1.953], [2.111, 1.084, 1.912], [3.554, 1.932, 2.252], [-0.506, -2.532, 0.436], [-0.970, -2.813, -1.292], [2.259, 1.614, -0.411]],
  "forces_ev_per_angstrom": [[-2.5, -0.4, -0.1], [-2.9, 3.5, 0.5], [4.2, 1.2, -1.3], [-0.1, -1.8, 1.0], [-2.7, 1.2, 0.8], [4.0, 1.5, -1.2], [-0.7, -1.2, 0.3], [-1.6, 1.6, -1.1], [-0.9, -1.0, -1.0], [1.6, 1.3, -1.1], [-1.2, -2.1, -2.1], [0.2, 0.3, 0.4], [-0.5, -0.1, 0.4], [-1.0, -0.4, 0.4], [-1.5, 1.7, 0.5], [1.2, -0.9, 0.2], [0.5, -0.7, -0.1], [-1.0, -1.4, 0.3], [-0.3, -1.2, -0.1], [0.1, -0.2, 0.1], [-0.4, 0.5, -0.9], [-0.9, -1.9, 0.5], [2.7, -0.6, 1.4], [0.4, 0.0, -0.2], [0.7, 0.5, 0.8], [2.5, 0.5, 1.8]]
}